Here is a cluster of 2 separate species, C4H11Cl3Si2 in total in a non-equilibrium geometry from the OMol25 dataset. Energies are from wB97M-V/def2-TZVPD.

Element x y z (Å)
C  -0.337  1.531  2.137
C  2.170  1.611  0.305
C  -0.283  -3.205  -1.030
C  -1.987  -0.126  -1.451
Si  0.767  0.489  0.962
Si  -0.082  -0.470  -1.034
Cl  -2.495  1.403  -0.615
Cl  1.746  -0.794  2.222
Cl  0.991  0.352  -2.642
H  -0.658  2.501  1.775
H  -1.069  0.778  2.345
H  -0.033  1.794  3.159
H  1.638  2.196  -0.474
H  2.466  2.336  0.963
H  3.031  1.103  0.108
H  -1.192  -3.317  -1.658
H  0.397  -3.767  -1.637
H  -0.407  -3.321  0.041
H  -2.397  -1.098  -1.025
H  -2.266  0.004  -2.448

Results
DFT total energy ... -2118.57271 hartree
Relative energy (zero: lowest compared OMol25 entry of this formula, charge and spin) ... 0.5 kcal/mol